The following is a quantum chemistry calculation of a cluster of 20 separate species, C40H70N10O10 in total at a distorted geometry, from OMol25.

CARTESIAN COORDINATES (ANGSTROEM)
N -5.15271 1.80379 27.57805
C -6.36049 2.15114 28.11707
C -7.19996 1.13193 27.79440
C -6.50896 0.22615 26.98317
C -5.24500 0.63344 26.85687
H -4.32520 2.35074 27.65640
H -6.64258 3.01477 28.73921
H -8.21648 1.10164 28.18636
H -6.94421 -0.64649 26.49430
H -4.40975 0.26165 26.28021
N -11.28574 -5.07112 19.64740
C -11.79950 -6.10509 20.43718
C -12.73639 -5.51287 21.25504
C -12.83629 -4.06816 20.92483
C -11.90801 -3.89996 19.93690
H -10.56542 -5.15054 18.95668
H -11.34080 -7.08233 20.46400
H -13.41002 -5.93958 21.99014
H -13.54451 -3.34678 21.30571
H -11.64956 -2.97555 19.40068
N -7.92865 -4.00200 16.45497
C -6.87227 -4.56050 17.11826
C -7.13314 -4.44290 18.46870
C -8.43519 -3.80778 18.58212
C -8.84766 -3.53849 17.32238
H -8.06495 -3.91105 15.47265
H -6.06004 -4.99916 16.57972
H -6.50213 -4.78042 19.29200
H -9.00033 -3.51160 19.45602
H -9.76945 -3.10514 16.93615
N -10.90379 -1.01796 26.87676
C -9.84437 -0.63098 26.13761
C -9.67956 -1.52877 25.15453
C -10.73473 -2.53127 25.33466
C -11.48416 -2.15224 26.38738
H -11.16304 -0.50423 27.70894
H -9.27953 0.25107 26.37690
H -8.91951 -1.51229 24.40801
H -10.98689 -3.27258 24.60736
H -12.36829 -2.63991 26.79855
N -3.39885 -2.26045 24.87430
C -4.42193 -2.64336 25.70999
C -4.15694 -3.92404 26.08088
C -2.92420 -4.40786 25.35040
C -2.53115 -3.30121 24.61473
H -3.31372 -1.31968 24.53332
H -5.22325 -1.95546 25.92564
H -4.68427 -4.60259 26.73071
H -2.52411 -5.42503 25.43036
H -1.73007 -3.21314 23.90159
N -3.36446 -3.40495 20.62287
C -3.19565 -4.71240 20.28704
C -1.87719 -5.06915 20.21625
C -1.17734 -3.85616 20.57521
C -2.11757 -2.87195 20.81496
H -4.27870 -2.95178 20.71810
H -4.04013 -5.32621 20.06939
H -1.48280 -6.05552 20.01752
H -0.13204 -3.66510 20.69112
H -1.99585 -1.81486 21.08635
N -8.37976 -2.92918 28.17160
C -8.46326 -2.19821 29.32974
C -7.25924 -2.28999 29.98059
C -6.38402 -3.11822 29.16323
C -7.11611 -3.43788 28.05192
H -9.07429 -3.02817 27.43632
H -9.36805 -1.65541 29.55354
H -7.01969 -1.91058 30.96221
H -5.37249 -3.40823 29.35173
H -6.93902 -4.02925 27.16701
N -4.58771 -7.10759 27.06255
C -4.63676 -7.55195 25.74557
C -5.98741 -7.67756 25.43428
C -6.72814 -7.30837 26.62949
C -5.83009 -6.95232 27.59182
H -3.77047 -6.79892 27.56010
H -3.76946 -7.87108 25.18664
H -6.46130 -8.05889 24.55221
H -7.81123 -7.26040 26.70063
H -5.99513 -6.57995 28.58497
N -2.75206 -7.54163 22.78306
C -2.85846 -8.80704 23.22421
C -1.77711 -9.10585 24.00388
C -0.98733 -7.88692 24.00782
C -1.60897 -6.94302 23.25198
H -3.44308 -7.07865 22.22321
H -3.71057 -9.40754 22.95885
H -1.60607 -10.02752 24.56196
H -0.04570 -7.86110 24.49690
H -1.41843 -5.93231 22.89726
N -10.39831 -0.08632 18.38229
C -11.33541 0.83144 18.68691
C -11.51715 1.64871 17.58930
C -10.66656 1.16542 16.52749
C -9.98924 0.13653 17.08949
H -10.01234 -0.76492 19.05002
H -11.67994 0.89302 19.70869
H -12.28401 2.42761 17.51497
H -10.60572 1.51755 15.51041
H -9.17817 -0.42666 16.67023
O -7.62169 -6.20461 22.07998
H -7.53596 -6.81273 21.32713
H -6.72230 -5.85383 22.24609
O -7.25987 -7.37129 19.21069
H -7.68668 -6.62577 18.79540
H -7.19161 -8.05125 18.53493
O -5.68705 -5.01626 23.59431
H -4.90649 -4.55570 23.86198
H -5.71509 -5.70635 24.30831
O -6.48634 -0.18972 23.54892
H -6.76269 -1.14497 23.57232
H -7.28061 0.29729 23.32526
O -9.62700 -4.29393 22.41983
H -8.90108 -4.92592 22.18348
H -10.41947 -4.77296 22.09405
O -9.25558 0.87871 23.36612
H -9.77117 1.66606 23.13326
H -9.82008 0.38436 23.97440
O -7.31501 -2.83768 23.15099
H -8.08779 -3.15496 22.62517
H -6.77215 -3.61380 23.32922
O -5.77915 -1.83596 20.62685
H -6.10788 -1.59340 21.50995
H -6.52977 -1.75326 20.02460
O -9.29719 -1.54435 21.21930
H -9.78839 -2.28930 21.59767
H -9.21882 -0.81092 21.87516
O -3.71492 0.24757 23.51898
H -4.70551 0.11497 23.50811
H -3.54208 0.78684 22.72399

Properties
Strongest force on any atom: 2.8 eV/A
E_HOMO: -7.90 eV
LUMO level: 0.16 eV
Spin multiplicity: 1

---

The following is a quantum chemistry calculation of a cluster of 2 separate species, C5H12O2 in total, from OMol25.

CARTESIAN COORDINATES (ANGSTROEM)
C 2.26802 0.00950 1.62272
C 1.23849 0.85036 0.88132
C 0.36304 0.05094 -0.05970
O 0.34111 -1.16722 -0.01870
C -0.48945 0.84733 -1.02778
C -1.30283 -0.02312 -1.97292
H 1.78858 -0.83683 2.12023
H 3.01351 -0.39398 0.93031
H 2.78640 0.61170 2.37450
H 0.55385 1.34757 1.58397
H 1.71208 1.65999 0.31271
H 0.18342 1.52133 -1.57728
H -1.14192 1.50224 -0.43268
H -0.65962 -0.76572 -2.45521
H -2.07564 -0.55228 -1.40946
H -1.77606 0.58580 -2.74891
O -2.38769 -1.42407 0.81303
H -1.48909 -1.64925 0.52585
H -2.92620 -2.17429 0.53801

Properties
Strongest force on any atom: 0.5 eV/A
E_HOMO: -9.87 eV
Energy above the lowest of the compared OMol25 structures with the same formula, charge and spin: 6.72 kcal/mol
LUMO level: 0.90 eV
Spin multiplicity: 1
Structure (SMILES): CCC(=O)CC.O

---

The following is a quantum chemistry calculation of the molecule C8H20N2Si at a distorted geometry, from OMol25.

CARTESIAN COORDINATES (ANGSTROEM)
C 3.09311 -1.55523 -0.76852
C 2.08339 -0.39783 -0.94276
C 2.03484 0.49644 0.29086
N 0.72029 1.21794 0.22991
C 0.89109 2.59350 -0.35474
N -0.23855 0.37886 -0.35722
Si -1.50346 -0.14022 0.66675
C -2.85203 -0.87992 -0.40260
C -1.98167 1.59472 1.32572
C -1.45084 -1.57596 1.99739
C 0.57915 -0.67783 -1.41879
H 2.92132 -2.30830 -0.01138
H 4.10917 -1.01376 -0.63363
H 3.07520 -2.05705 -1.75241
H 2.50539 0.19069 -1.75945
H 1.90310 -0.06364 1.20384
H 2.84238 1.27061 0.49063
H 0.70433 2.44188 -1.46460
H 0.23665 3.29307 0.11132
H 1.83843 2.95406 -0.05054
H -3.28855 -1.79419 0.04218
H -3.68437 -0.26066 -0.79920
H -2.23939 -1.28671 -1.24408
H -1.12707 2.35475 1.33466
H -2.83918 1.95237 0.71454
H -2.36562 1.55476 2.35494
H -2.34225 -2.23705 1.74881
H -0.48135 -2.07541 1.76707
H -1.45893 -1.16351 2.98490
H 0.35318 -0.41879 -2.37447
H 0.05442 -1.51521 -1.04436

Properties
Strongest force on any atom: 6.7 eV/A
E_HOMO: -7.94 eV
Energy above the lowest of the compared OMol25 structures with the same formula, charge and spin: 1.00 kcal/mol
LUMO level: 0.85 eV
Spin multiplicity: 1
Structure (SMILES): C[C@@H]1CN(C)N([Si](C)(C)C)C1

---

The following is a quantum chemistry calculation of a structure of composition IO6V3 at a distorted geometry, from OMol25.

CARTESIAN COORDINATES (ANGSTROEM)
O -0.11413 -0.55948 0.82884
V -0.22987 -1.99402 0.01134
O -1.32247 -2.76894 0.76966
O 1.20467 1.70433 0.80790
V 1.28691 1.15168 2.22305
O -0.14497 1.08003 2.92760
O -0.28795 0.80647 -1.74819
V -1.16079 2.01454 -2.24099
O -1.58130 1.65919 -3.67210
I 2.34990 -3.09380 0.09288

Properties
Strongest force on any atom: 4.4 eV/A
E_HOMO: -15.42 eV
Charge: +2
Energy above the lowest of the compared OMol25 structures with the same formula, charge and spin: 43.93 kcal/mol
LUMO level: -11.20 eV
Spin multiplicity: 1

---

The following is a quantum chemistry calculation of the molecule C5H11N3O3 at a distorted geometry, from OMol25.

CARTESIAN COORDINATES (ANGSTROEM)
C -0.80044 -0.72149 2.26395
C -0.43387 1.10813 0.70453
C -1.58142 1.03337 -0.35028
C -0.20296 0.06615 -2.07591
C 1.02212 -0.82319 0.47333
N -0.08928 -0.22377 1.19428
N 2.08729 0.06750 0.29660
N -1.38443 0.07738 -1.44470
O -0.44446 -1.93583 2.65425
O -1.68408 -0.03807 2.66443
O 1.41171 -2.11378 0.81727
H 0.39820 1.71913 0.28617
H -0.78434 1.71271 1.48496
H -2.40473 0.66943 0.23547
H -1.62513 1.97907 -0.84665
H 0.20744 1.01937 -2.18494
H 0.05482 -0.59523 -2.78972
H 1.97793 0.57633 -0.52191
H 3.05438 -0.37767 0.35361
H 2.14070 -2.31705 0.27988
H -1.54846 -0.78969 -0.92808
H 0.23559 -2.32638 2.00681

Properties
Strongest force on any atom: 3.6 eV/A
E_HOMO (alpha / beta): -6.79 / -6.98 eV
Energy above the lowest of the compared OMol25 structures with the same formula, charge and spin: 79.91 kcal/mol
LUMO level (alpha / beta): 0.22 / 0.26 eV
Spin multiplicity: 1